Record 1
Entry from OMol25: C22H40N3O3P3Pb as an isolated structure at a distorted geometry (the ωB97M-V functional and the def2-TZVPD basis).

Last column: Löwdin charge in e.
Positions of all 72 atoms, in Å:
P  2.78278  -0.45084  -0.39598  0.875
C  3.65955  -0.78066  1.16709  -0.203
H  4.73236  -0.93092  0.99245  0.106
H  3.22157  -1.68575  1.60569  0.068
H  3.48990  0.04641  1.86869  0.043
C  3.34073  -1.91103  -1.33734  -0.200
H  3.20187  -1.77253  -2.41371  0.041
H  2.73742  -2.76916  -1.01564  0.071
H  4.39622  -2.10600  -1.10851  0.098
C  3.80448  0.91122  -1.08014  -0.183
H  4.85438  0.58789  -1.12119  0.104
H  3.71684  1.79964  -0.43943  0.061
H  3.45947  1.17760  -2.08860  0.049
P  -0.95815  3.16915  -0.87217  0.816
C  -1.02418  4.22279  0.61958  -0.189
H  -1.55506  5.15557  0.38796  0.098
H  -0.00830  4.45636  0.96079  0.062
H  -1.54767  3.70067  1.42955  0.062
C  -0.00302  4.20437  -2.04158  -0.200
H  -0.09694  3.82400  -3.06684  0.042
H  1.05825  4.18446  -1.76096  0.068
H  -0.37384  5.23756  -1.99322  0.095
C  -2.65823  3.32643  -1.53925  -0.205
H  -2.85035  4.38300  -1.77488  0.096
H  -3.39322  2.97252  -0.80476  0.057
H  -2.76338  2.72991  -2.45652  0.048
P  -2.30201  -1.76900  -0.36981  0.849
C  -3.22257  -2.16615  1.14681  -0.211
H  -3.91837  -2.99106  0.95605  0.097
H  -3.78234  -1.29062  1.48618  0.054
H  -2.53133  -2.44823  1.94542  0.042
C  -3.69350  -1.71844  -1.56673  -0.194
H  -4.41153  -2.51560  -1.32567  0.095
H  -3.33568  -1.83770  -2.59703  0.041
H  -4.19870  -0.74648  -1.48885  0.069
C  -1.56215  -3.40877  -0.72566  -0.210
H  -2.34600  -4.17900  -0.76636  0.097
H  -0.85065  -3.65326  0.07511  0.066
H  -1.01344  -3.39348  -1.67661  0.041
Pb  -0.07957  0.27071  -1.08229  1.192
C  1.23790  1.69749  0.97079  -0.152
O  1.79772  2.68120  1.19071  0.112
C  -2.04073  0.90746  0.53001  -0.240
O  -2.87634  1.31885  1.21528  0.124
C  -1.45154  -0.00142  -3.83699  -0.093
C  -0.80141  -1.23194  -3.67382  -0.125
C  0.59707  -1.28571  -3.63464  -0.112
C  1.34747  -0.10570  -3.73540  -0.133
C  0.69776  1.12569  -3.89612  -0.106
C  -0.70331  1.17850  -3.93528  -0.121
H  -2.53924  0.02906  -3.94884  0.136
H  -1.38565  -2.15658  -3.63394  0.121
H  1.10409  -2.25365  -3.58634  0.135
H  2.44067  -0.15801  -3.74001  0.120
H  1.28590  2.03543  -4.04666  0.137
H  -1.20825  2.13639  -4.09484  0.122
C  2.94603  -1.27525  4.67845  0.025
N  1.54765  -1.18893  4.25994  -0.035
C  0.72237  -2.25328  4.45220  0.003
C  -0.61119  -2.10641  4.18577  0.007
C  -1.00250  -0.83398  3.68192  -0.389
N  -0.17123  0.00052  3.08734  0.171
C  1.13515  -0.10352  3.46435  -0.465
O  1.97474  0.73880  3.07390  -0.039
N  -2.32985  -0.48435  3.72437  0.161
H  3.22005  -0.37313  5.23414  0.123
H  3.61123  -1.36152  3.81151  0.079
H  3.03554  -2.17025  5.30299  0.112
H  1.19472  -3.15457  4.84941  0.156
H  -1.37493  -2.85659  4.38103  0.129
H  -2.86351  -0.79099  4.53379  0.143
H  -2.51207  0.46083  3.40335  0.091

Results
Total charge   +4
Gap between HOMO and LUMO (alpha / beta)   2.7983 / 2.8565 eV
Relative energy (zero: lowest compared OMol25 entry of this formula, charge and spin)   0.0 kcal per mole

---

Record 2
Entry from OMol25: a 4-piece molecular cluster, C22H41BBrN3O15S overall at a distorted geometry (the ωB97M-V functional and the def2-TZVPD basis).

Last column: Löwdin charge in e.
Positions of all 84 atoms, in Å:
C  3.23774  1.86855  1.82465  -0.089
C  3.39775  1.35627  0.38732  -0.241
C  2.44260  0.20425  0.03515  -0.150
C  1.29644  0.71381  -0.85775  -0.202
O  0.04931  0.25827  -0.32478  -0.107
C  -1.04044  1.07661  -0.52752  -0.691
Br  -1.18909  1.62897  -2.40074  0.959
C  -1.05391  2.28900  0.42795  -0.388
O  -0.30466  3.23242  0.43640  0.129
N  -2.14205  2.16663  1.32024  0.161
C  -3.11445  1.29804  0.74090  -0.431
O  -3.91140  0.52778  1.67843  0.043
C  -3.44632  0.53794  2.87233  -0.310
N  -2.97769  0.25027  3.90777  0.213
S  -4.38906  2.20977  -0.25538  0.678
C  -4.55527  3.83856  0.45183  -0.109
O  -4.03451  2.30743  -1.63473  -0.319
O  -5.62848  1.53303  -0.03593  -0.277
C  -2.22507  0.29087  0.02516  -0.099
B  -2.82712  -0.95090  -0.76624  -0.587
N  -4.08728  -1.55153  -0.48041  0.224
O  -2.04635  -1.51098  -1.77764  0.110
H  2.70293  2.80798  1.80776  0.064
H  2.65929  1.18701  2.42295  0.061
H  4.19164  2.06233  2.28056  0.062
H  4.39906  0.95370  0.31415  0.094
H  3.35313  2.16425  -0.32710  0.102
H  1.98268  -0.19964  0.92387  0.103
H  3.01667  -0.55815  -0.46685  0.102
H  1.35404  1.78699  -0.87063  0.096
H  1.44111  0.31062  -1.84503  0.112
H  -2.46174  3.07462  1.62790  0.138
H  -3.63368  4.37844  0.29151  0.069
H  -5.37044  4.33008  -0.03830  0.079
H  -4.72761  3.72541  1.51019  0.074
H  -1.75646  -0.19950  0.88162  0.174
H  -4.06131  -2.50381  -0.82323  0.091
H  -4.28753  -1.62725  0.50798  0.085
H  -1.63484  -2.29451  -1.41090  0.109
C  -2.18489  -0.37892  -5.15207  -0.090
C  -2.84415  -1.19695  -6.24071  -0.202
O  -3.00743  -0.45274  -7.45979  0.042
C  -1.90553  -0.28323  -8.17983  -0.620
O  -0.81202  -0.71022  -7.92280  0.123
O  -2.22384  0.43980  -9.25459  0.005
C  -1.11069  0.76654  -10.08733  -0.043
H  -2.73860  0.54669  -4.98552  0.074
H  -2.15022  -0.93896  -4.22251  0.054
H  -1.16596  -0.10646  -5.42643  0.075
H  -3.85099  -1.47383  -5.93489  0.123
H  -2.29496  -2.11718  -6.44052  0.124
H  -0.56560  -0.12741  -10.38089  0.094
H  -0.44633  1.45920  -9.57321  0.098
H  -1.51449  1.24803  -10.97298  0.092
C  -0.71873  1.86957  5.37670  -0.087
C  -1.59526  2.14841  6.57611  -0.211
O  -0.93464  1.83752  7.81300  0.041
C  -0.01869  2.71376  8.20957  -0.620
O  0.28044  3.73454  7.65050  0.122
O  0.50882  2.26908  9.35026  0.006
C  1.56980  3.08022  9.85724  -0.042
H  -0.36972  0.83698  5.39445  0.081
H  -1.27258  2.03586  4.45752  0.040
H  0.16148  2.51241  5.36949  0.074
H  -2.47311  1.50724  6.54292  0.112
H  -1.94143  3.18220  6.59023  0.123
H  1.25407  4.11512  9.96499  0.095
H  2.43688  3.01865  9.20171  0.098
H  1.82905  2.68034  10.83294  0.092
C  6.12933  -6.47175  -2.21715  -0.066
C  6.14284  -4.96765  -2.04490  -0.210
O  4.84301  -4.45100  -1.72392  0.039
C  4.44048  -4.65029  -0.47311  -0.620
O  5.06358  -5.19492  0.39701  0.127
O  3.21550  -4.13822  -0.35046  0.002
C  2.62351  -4.36573  0.93054  -0.040
H  5.38592  -6.76162  -2.96070  0.082
H  7.10833  -6.82447  -2.54032  0.080
H  5.87480  -6.97288  -1.28493  0.074
H  6.42098  -4.49023  -2.98195  0.122
H  6.86377  -4.65619  -1.28944  0.124
H  3.26871  -4.01095  1.73064  0.096
H  2.40972  -5.42510  1.06209  0.099
H  1.69127  -3.80889  0.95953  0.088

Results
Gap between HOMO and LUMO   10.0688 eV
Relative energy (zero: lowest compared OMol25 entry of this formula, charge and spin)   0.0 kcal per mole
SMILES string   CCCCO[C@]1(Br)C(=O)N[C@@](OC#N)(S(C)(=O)=O)[C@H]1B(N)O.CCOC(=O)OC.CCOC(=O)OC.CCOC(=O)OC

---

Record 3
Entry from OMol25: C22H41BrNOP3Pm as an isolated structure at a distorted geometry (the ωB97M-V functional and the def2-TZVPD basis).

Last column: Löwdin charge in e.
Positions of all 70 atoms, in Å:
Pm  -1.57246  1.21079  -1.27831  1.708
P  -2.20100  -1.50911  0.15044  0.665
P  0.80870  -0.35601  1.41304  0.761
P  1.23832  -0.93334  -1.84164  0.834
H  -1.78938  5.63884  -3.44785  0.081
C  -1.97307  4.79455  -4.12010  -0.035
C  -2.74193  3.71908  -3.95339  -0.101
H  -3.11394  3.36747  -3.01753  0.004
C  -3.81627  -1.32193  1.04406  -0.266
C  -1.66401  -2.92915  1.20981  -0.259
C  -2.80969  -2.58245  -1.22813  -0.281
C  2.53305  0.36744  1.47678  -0.272
C  0.38145  -0.00850  3.18566  -0.253
C  1.38635  -2.09543  1.82357  -0.278
C  0.84160  -1.19166  -3.59242  -0.237
C  1.22861  -2.75064  -1.46871  -0.155
C  3.07618  -0.73348  -1.82682  -0.193
H  -1.51531  4.98348  -5.10544  0.089
H  -3.22423  3.25875  -4.84098  0.091
H  -4.46080  -0.60425  0.51538  0.052
H  -3.62980  -0.97478  2.07366  0.052
H  -4.29412  -2.31719  1.05638  0.067
H  -1.40316  -2.58117  2.21929  0.043
H  -0.81107  -3.47117  0.77698  0.039
H  -2.51659  -3.62319  1.29384  0.078
H  -3.18066  -1.95610  -2.05061  0.037
H  -3.63455  -3.19513  -0.83199  0.067
H  -2.00880  -3.23242  -1.61055  0.046
H  3.05158  -0.07292  2.35408  0.062
H  2.42012  1.45725  1.62572  0.056
H  3.10386  0.17691  0.54638  0.011
H  1.31744  0.08302  3.75666  0.072
H  -0.23953  -0.82592  3.58102  0.053
H  -0.17267  0.93258  3.22072  0.011
H  2.39800  -2.11438  2.26119  0.070
H  1.41195  -2.75878  0.95163  -0.009
H  0.70914  -2.58845  2.53643  0.040
H  1.63028  -1.83138  -3.99091  0.081
H  0.92377  -0.21233  -4.03797  -0.005
H  -0.19499  -1.55297  -3.63182  0.080
H  1.47506  -3.19624  -2.44633  0.089
H  0.23589  -3.07327  -1.13170  0.030
H  2.03147  -2.98914  -0.75780  0.061
H  3.40136  -1.29317  -2.70962  0.076
H  3.45156  -1.21512  -0.91218  0.053
H  3.49628  0.27962  -1.89462  0.082
C  0.11414  2.63535  -3.74760  -0.461
C  1.02612  3.56804  -4.29378  -0.011
C  1.95916  3.09293  -5.21293  -0.030
C  1.78450  1.81700  -5.78270  -0.070
C  0.58228  1.17458  -5.56502  -0.128
C  -0.37225  1.67310  -4.67049  -0.078
O  -0.11449  2.50848  -2.44387  -0.337
H  0.97639  0.53277  -1.98456  0.056
H  1.02231  4.59998  -3.99699  0.121
H  2.82310  3.71797  -5.44675  0.128
H  2.51043  1.34460  -6.42149  0.115
H  0.48969  0.19000  -6.01003  0.120
H  -1.36466  1.23169  -4.55120  0.098
Br  -3.26971  2.17146  4.58669  0.838
C  -2.50516  2.82493  2.94305  -0.605
C  -2.31644  4.18468  2.72116  -0.020
C  -1.62532  4.57829  1.55935  0.020
C  -1.18738  3.59895  0.66148  -0.122
N  -1.45112  2.27238  0.83272  -0.185
C  -2.07565  1.89356  1.99670  -0.202
H  -2.65726  4.90378  3.45761  0.136
H  -1.43368  5.63414  1.37032  0.140
H  -0.61718  3.86192  -0.23444  0.109
H  -2.19907  0.81821  2.12759  0.070

Results
Total charge   +3
Spin multiplicity   5
Gap between HOMO and LUMO (alpha / beta)   4.5662 / 4.8408 eV
Expectation value of S²   6.045

---

no.,E (eV)
1,-67146.660
2,-140216.065
3,-141448.852